ORCA calculation (ωB97M-V/def2-TZVPD) on a 16-piece molecular cluster, C22H78N30O16 overall.

Relative energy (zero: lowest compared OMol25 entry of this formula, charge and spin) ... 249.7 kcal/mol
M ... 1019.06 g/mol
HOMO level ... -8.9 eV
E ... -101545.0651 eV

Geometry as XYZ:
```
146
Properties=species:S:1:pos:R:3:forces:R:3
O 14.9386 5.8335 -26.7423 1.0 -0.2 -1.2
O 15.7481 15.8799 -11.2070 2.3 -0.8 1.2
O 12.7334 19.2491 -16.5356 -0.5 -1.0 -0.1
O 13.0003 4.9629 -19.5916 1.5 -0.6 -0.6
O 20.2702 11.2033 -22.0479 -2.3 -0.5 -0.4
O 10.9018 12.2764 -19.1858 -0.7 0.3 0.0
O 14.1974 14.8437 -24.9579 1.2 -0.6 -1.0
O 3.1821 19.2430 -17.4530 -0.6 -0.7 0.5
O 17.4388 16.3240 -20.1376 1.8 1.4 -2.2
O 7.8746 21.0797 -20.5809 -0.1 0.5 -1.0
O 14.6465 12.2133 -15.3326 -0.5 -1.5 1.1
O 10.6399 20.5244 -11.5084 -1.7 -1.0 -0.1
O 5.8415 15.2277 -12.1215 0.7 5.2 0.1
O 6.3527 7.7794 -19.5023 -1.7 0.5 -0.7
O 7.4148 15.3822 -24.2125 0.3 -0.1 0.4
O 2.7209 13.9756 -20.2737 -2.0 3.0 -0.9
N 8.2340 6.6108 -19.8892 0.0 -2.1 -2.9
N 14.0555 16.4559 -12.4201 -1.9 0.9 -1.2
N 9.0390 16.9037 -23.8586 2.4 0.1 0.8
N 20.0971 10.5218 -19.3203 -0.5 0.0 0.0
N 14.9293 19.6041 -16.1220 3.5 -3.9 2.1
N 15.5652 15.1209 -19.9204 -3.4 -1.3 -2.9
N 13.7976 21.1514 -16.9187 -1.3 5.1 -2.3
N 2.9623 17.7994 -15.6966 -3.3 -4.1 2.0
N 15.9166 14.5530 -26.4327 4.4 3.2 -4.4
N 13.7395 10.1576 -15.5553 -1.4 -1.3 -1.9
N 3.9673 13.0531 -18.7415 2.4 -0.3 4.5
N 7.1202 22.5258 -19.0952 -3.5 2.4 2.6
N 13.5596 7.1491 -25.6551 -2.1 6.6 -0.2
N 8.7926 19.5628 -10.5947 -2.2 -0.5 2.8
N 15.2017 4.4021 -20.0848 2.3 -0.9 -3.5
N 16.8569 15.3937 -18.2230 0.3 -1.2 3.8
N 10.1121 14.2795 -17.0755 0.7 0.2 -0.1
N 14.8749 17.9458 -11.0623 -0.4 4.5 1.7
N 9.1406 22.7640 -19.8361 2.7 1.7 -0.8
N 7.0104 17.5293 -23.9685 -4.4 6.5 0.8
N 4.7966 13.3559 -11.8241 -2.7 -1.9 1.0
N 9.3345 19.1172 -12.6376 -0.2 -1.9 -4.9
N 4.4705 19.2783 -15.6852 4.3 2.2 3.3
N 14.5917 10.7418 -13.6077 1.4 0.2 4.0
N 6.6781 13.3304 -12.8678 3.8 -1.9 -2.7
N 14.5500 4.6915 -18.1065 1.9 0.2 7.9
N 3.8207 12.1906 -20.7015 2.6 -5.7 -4.2
N 15.1713 12.8898 -25.4580 -1.2 -5.4 2.0
N 13.6928 5.0991 -25.0850 -0.8 -4.6 2.4
N 8.1486 7.9567 -18.2668 3.5 3.8 6.6
C 18.0152 9.2456 -19.7308 -0.2 0.5 0.7
C 20.0779 12.0916 -23.1743 0.1 0.2 1.9
C 7.5034 7.5261 -19.2549 -1.6 -2.2 -2.1
C 11.3743 11.6135 -20.3278 0.8 -0.4 -0.6
C 9.6224 19.7776 -11.5820 4.1 3.2 2.3
C 14.9768 16.7519 -11.5193 0.9 -4.4 -0.7
C 13.7451 19.9179 -16.5712 -1.1 -0.9 0.9
C 14.3114 11.1226 -14.8150 0.4 2.0 -3.5
C 16.6853 15.6579 -19.5092 0.6 0.2 1.0
C 3.5201 13.1489 -19.9482 -3.2 2.7 0.6
C 19.3158 9.8083 -20.3202 -0.2 -0.9 -0.9
C 10.1843 13.5018 -19.4516 -0.8 -0.2 0.6
C 7.9790 22.1521 -19.9874 0.6 -4.7 -0.3
C 7.7811 16.5368 -23.9643 0.4 -6.3 -2.1
C 18.9505 10.6440 -21.5795 2.6 0.1 0.7
C 8.4316 15.1607 -18.4648 -0.9 -0.8 -0.9
C 9.3121 13.8905 -18.2325 -0.2 0.7 -0.2
C 14.0879 6.0185 -25.8991 2.0 -1.5 -1.2
C 14.1872 4.6725 -19.2910 -4.9 1.4 -5.0
C 15.0473 14.1727 -25.5838 -3.8 2.3 2.9
C 5.7796 14.0717 -12.3142 -1.1 -0.9 1.3
C 3.4760 18.8027 -16.3354 -0.9 1.6 -4.9
H 15.0072 18.6666 -15.7544 0.3 0.1 -0.1
H 14.1082 4.2011 -25.2877 -0.4 0.0 0.4
H 19.6415 11.5944 -24.0406 0.1 0.0 0.0
H 21.0285 12.5900 -23.3642 0.1 -0.5 -0.3
H 9.5292 13.4001 -20.3168 0.1 -0.2 -0.2
H 14.0182 18.4054 -11.3363 0.5 0.7 0.7
H 13.8352 7.8525 -26.3255 -0.2 0.1 0.2
H 6.0902 17.6450 -24.3686 0.3 -0.8 0.3
H 7.6673 15.2546 -17.6934 0.6 0.2 0.6
H 9.9422 19.3650 -13.4054 -0.3 -0.5 -0.2
H 4.0270 13.8772 -11.4292 0.0 -0.6 -0.1
H 7.3922 13.8240 -13.3841 0.1 -0.5 0.0
H 9.8922 22.3474 -20.3668 0.0 0.6 -0.1
H 11.8579 10.6655 -20.0923 0.1 0.1 0.9
H 13.1988 9.3892 -15.1848 0.3 0.3 0.3
H 12.1408 12.1904 -20.8451 0.0 0.3 -0.2
H 12.9198 21.5645 -17.1998 0.5 0.4 -0.1
H 9.1228 23.7530 -19.6323 0.6 -0.2 -0.2
H 4.6166 18.8828 -14.7674 0.7 0.5 -0.2
H 4.4414 11.4853 -20.3309 -0.2 -0.2 -0.7
H 7.3533 18.3004 -23.4136 -0.6 0.3 -0.3
H 14.6680 21.6559 -16.8295 -0.8 0.3 -0.2
H 10.3468 15.2379 -17.2907 0.2 0.5 0.5
H 20.9860 10.8177 -19.6975 0.1 -0.1 -0.3
H 14.3912 9.8561 -13.1656 0.0 0.2 -0.5
H 11.0165 13.8380 -17.1608 0.2 -0.6 0.4
H 13.0049 5.1966 -24.3519 0.3 0.0 -0.3
H 9.0896 7.6601 -18.0509 -0.4 0.0 -0.1
H 14.8763 14.6686 -19.3366 0.4 0.2 -0.1
H 15.8219 12.3000 -25.9570 -0.3 0.3 0.2
H 5.1546 19.8978 -16.0954 -0.4 -0.2 0.1
H 17.7712 15.2484 -17.8193 -0.1 0.5 -0.3
H 4.6011 12.2911 -18.5471 -0.2 0.5 0.7
H 3.2172 17.5803 -14.7442 0.1 0.1 -0.3
H 15.5179 4.4945 -17.8957 -0.5 0.2 0.7
H 15.7897 20.1279 -16.1958 -0.5 -0.1 -0.1
H 3.6694 13.7111 -18.0356 0.3 -0.2 -0.3
H 14.0902 15.5721 -12.9079 -0.4 0.5 0.0
H 19.6183 11.3827 -19.0974 -0.2 0.2 0.3
H 8.0816 18.8622 -10.7488 0.0 0.3 0.5
H 15.3453 15.1830 -20.9042 -0.1 0.2 0.2
H 12.7040 7.3314 -25.1502 0.3 -0.4 -0.1
H 9.1957 6.3629 -19.7059 -0.5 0.0 0.0
H 7.3452 23.3538 -18.5623 -0.4 -0.3 0.1
H 7.6555 6.0715 -20.5175 0.7 -0.1 -0.2
H 15.4517 18.3108 -10.3179 -0.3 -0.3 -0.2
H 10.8625 14.3387 -19.6183 0.4 0.0 -0.2
H 6.2458 22.0597 -18.8996 0.3 0.0 -0.5
H 16.1518 4.4513 -19.7459 -0.3 0.0 0.0
H 18.0955 8.6177 -18.8434 0.7 -0.2 -0.1
H 4.7770 12.3949 -12.1344 -1.0 0.3 0.6
H 7.7614 15.1930 -19.3238 0.3 -0.7 -0.6
H 15.1475 4.4023 -21.0934 -0.5 0.0 0.3
H 16.1126 15.4879 -26.7609 -0.5 -0.1 0.5
H 13.4584 17.2652 -12.5127 -0.9 -1.2 -1.5
H 8.7181 13.0403 -17.8974 -0.3 -0.1 -0.5
H 9.0174 16.0689 -18.6068 0.2 0.0 0.5
H 16.5402 13.8595 -26.8205 -0.2 0.4 0.0
H 13.4780 10.4003 -16.5001 0.1 0.2 0.2
H 2.1182 17.3214 -15.9780 0.2 0.5 -0.4
H 8.9432 19.9006 -9.6548 0.1 0.0 -0.4
H 17.3568 8.7029 -20.4092 0.2 0.2 -0.4
H 8.6219 18.4087 -12.7400 0.2 0.3 0.0
H 18.5001 10.0432 -22.3697 0.0 0.0 -0.1
H 14.4493 12.4444 -24.9098 0.3 -0.1 -0.1
H 3.3762 12.0507 -21.5976 0.2 0.2 0.3
H 6.5259 12.3410 -13.0017 0.4 0.4 -0.2
H 10.6625 11.2584 -21.0731 -0.8 0.7 0.1
H 17.4589 10.0945 -19.3335 -0.3 0.2 -0.2
H 9.1509 17.9074 -23.8525 1.2 -0.6 0.2
H 19.9411 8.9853 -20.6664 0.1 -0.1 0.0
H 7.6942 8.4641 -17.5211 0.0 0.1 -0.5
H 18.2422 11.3872 -21.2134 0.1 0.7 -0.5
H 9.6814 16.1645 -23.6117 0.4 0.7 -0.1
H 15.2489 11.3482 -13.1380 -0.3 -0.1 0.3
H 13.8933 5.0977 -17.4554 0.5 -0.3 0.2
H 19.4603 12.8980 -22.7789 -0.5 0.1 -0.5
H 16.1710 14.7410 -17.8714 0.4 0.0 0.5
```
Positions in Å, forces in eV/Å.